Version a
C10H16OS | ωB97M-V with the def2-TZVPD basis set

Cartesian coordinates (Å):
C -2.723 -1.086 -0.306
C -1.313 -0.571 -0.484
C -0.279 -0.864 0.535
C -0.633 -1.123 1.852
C 0.319 -1.452 2.825
C 1.649 -1.310 2.514
O 2.538 -1.666 3.507
C 2.062 -0.928 1.247
C 1.080 -0.818 0.267
H -3.223 -0.722 0.585
H -2.755 -2.183 -0.228
H -3.363 -0.889 -1.163
H -1.004 -0.824 -1.504
H -1.407 0.533 -0.493
H -1.663 -1.380 2.080
H -0.003 -1.779 3.802
H 3.335 -1.124 3.626
H 3.096 -0.696 1.032
H 1.471 -0.523 -0.709
C -0.608 1.671 -3.011
S 0.182 3.260 -2.596
C 1.208 2.650 -1.193
H 0.135 1.112 -3.580
H -0.932 1.125 -2.148
H -1.465 1.947 -3.634
H 0.584 2.145 -0.463
H 1.722 3.514 -0.798
H 1.990 1.981 -1.564

Its charge is 0. As for the SMILES: CCc1ccc(O)cc1.CSC. The value obtained for the gap between HOMO and LUMO is 9.2 eV.

---

Version b
C10H16OS | ωB97M-V with the def2-TZVPD basis set

Cartesian coordinates (Å):
C 0.275 -4.250 0.600
C 1.126 -3.040 1.021
C 1.124 -1.900 0.023
C 1.422 -2.153 -1.317
C 1.287 -1.175 -2.294
C 1.086 0.131 -1.878
O 0.955 1.163 -2.783
C 0.875 0.447 -0.542
C 0.909 -0.574 0.387
H 0.892 -5.094 0.305
H -0.294 -4.025 -0.297
H -0.323 -4.558 1.448
H 0.749 -2.612 1.956
H 2.176 -3.251 1.183
H 1.533 -3.187 -1.616
H 1.220 -1.451 -3.333
H 1.514 1.008 -3.549
H 0.789 1.505 -0.322
H 0.617 -0.410 1.422
C -2.603 2.519 0.041
S -1.451 2.075 1.350
C -1.776 3.249 2.713
H -2.295 1.917 -0.816
H -3.623 2.216 0.288
H -2.490 3.554 -0.248
H -2.020 4.218 2.292
H -0.786 3.407 3.137
H -2.495 2.816 3.402

Its charge is 0. As for the SMILES: CCc1ccc(O)cc1.CSC. The value obtained for the gap between HOMO and LUMO is 9.2 eV.

---

Most stable of them? version b.

---

Version a
C5H10O4 | ωB97M-V with the def2-TZVPD basis set

Cartesian coordinates (Å):
C -0.365 1.414 -1.063
C 0.921 1.830 -0.526
O -0.317 -0.518 -1.146
O -1.489 1.609 -0.387
H -1.334 1.479 0.562
H 0.182 -0.762 -1.939
H -0.548 1.512 -2.128
H 1.600 0.882 -0.490
H 1.387 2.597 -1.144
H 0.873 2.136 0.518
C 0.769 -1.262 0.036
C 0.043 -1.030 1.347
C -1.268 -0.922 1.534
O 0.718 -2.602 -0.352
O 1.906 -0.724 -0.094
H -0.155 -2.956 -0.136
H 0.729 -0.995 2.187
H -1.684 -0.727 2.515
H -1.966 -0.961 0.707

Its charge is 0. The value obtained for the gap between HOMO and LUMO is 9.8 eV.

---

Version b
C5H10O4 | ωB97M-V with the def2-TZVPD basis set

Cartesian coordinates (Å):
C 2.153 -1.057 1.309
C 1.630 -0.631 -0.033
O 2.297 -0.333 -0.978
O 0.256 -0.649 -0.069
C -0.423 0.622 -0.085
C -0.157 1.457 -1.324
C -1.914 0.223 0.043
O -2.319 -0.500 -1.070
O -2.124 -0.466 1.236
H 3.237 -1.008 1.323
H 1.736 -0.405 2.074
H 1.825 -2.070 1.523
H -0.129 1.172 0.821
H 0.912 1.563 -1.493
H -0.604 0.984 -2.195
H -0.597 2.441 -1.191
H -2.546 1.115 0.089
H -1.680 -1.211 -1.219
H -1.554 -1.247 1.238

Its charge is 0. As for the SMILES: CC(=O)O[C@@H](C)C(O)O. The value obtained for the gap between HOMO and LUMO is 11.2 eV.

---

Most stable of them? version b.

---

Version a
C8H12N3S | ωB97M-V with the def2-TZVPD basis set

Cartesian coordinates (Å):
C 1.219 1.493 -1.709
N 1.089 0.829 -0.448
N -0.217 1.094 0.063
C -0.191 2.168 1.007
C -0.669 1.578 2.422
N -0.884 0.197 2.176
C -0.695 -0.252 1.066
C -0.581 -1.431 0.333
C -0.708 -1.711 -1.016
C -0.630 -3.052 -1.299
C -0.363 -3.864 -0.279
S -0.225 -2.977 1.177
H 0.313 1.333 -2.400
H 1.307 2.618 -1.638
H 2.046 1.212 -2.297
H 1.179 -0.110 -0.509
H 1.868 1.075 0.074
H -1.012 2.967 0.529
H 0.749 2.623 1.002
H 0.087 1.713 3.161
H -1.683 1.885 2.937
H -0.971 -0.876 -1.771
H -0.817 -3.602 -2.219
H -0.211 -4.907 -0.361

Its charge is +1. As for the SMILES: C[NH2+]N1CCN=C1c1cccs1. The value obtained for the gap between HOMO and LUMO is 9.2 eV.

---

Version b
C8H12N3S | ωB97M-V with the def2-TZVPD basis set

Cartesian coordinates (Å):
C -2.095 2.087 -2.778
C -0.925 1.409 -2.169
C 0.389 1.489 -2.513
C 1.263 0.752 -1.678
C 0.565 0.120 -0.712
C 1.204 -0.818 0.651
N 1.227 -2.153 0.208
N 0.353 -2.836 0.698
C -0.459 -2.118 1.635
N 0.203 -0.764 1.774
C 0.827 -0.549 3.088
S -1.142 0.373 -0.789
H -2.124 3.133 -2.467
H -2.020 2.063 -3.863
H -3.026 1.616 -2.474
H 0.736 2.077 -3.344
H 2.329 0.716 -1.796
H 2.182 -0.409 0.880
H -1.469 -2.034 1.223
H -0.501 -2.652 2.586
H -0.476 -0.018 1.584
H 1.565 -1.328 3.275
H 1.321 0.421 3.111
H 0.071 -0.576 3.871

Its charge is +1. As for the SMILES: Cc1ccc([C@@H]2N=NC[N@H+]2C)s1. The value obtained for the gap between HOMO and LUMO is 9.0 eV.

---

Most stable of them? version b.

---

Version a
C20H35N3O4 | ωB97M-V with the def2-TZVPD basis set

Cartesian coordinates (Å):
C -7.320 -1.110 -1.839
C -6.657 -1.589 -0.561
O -5.431 -0.876 -0.397
C -4.599 -1.369 0.547
O -4.855 -2.321 1.247
N -3.442 -0.673 0.612
C -3.184 0.514 -0.172
C -1.684 0.737 -0.340
N -1.021 0.819 0.954
C 0.285 1.099 1.133
O 0.808 1.077 2.235
C 1.152 1.394 -0.101
C 1.885 2.721 0.085
C 0.945 3.929 -0.014
C 1.617 5.160 0.592
C 0.551 4.213 -1.462
N 2.104 0.300 -0.189
C 1.774 -0.867 -0.786
O 0.744 -1.002 -1.423
C 2.793 -1.984 -0.632
C 2.840 -2.471 0.821
C 3.812 -3.640 0.951
C 5.205 -3.235 0.476
C 5.155 -2.745 -0.968
C 4.190 -1.570 -1.101
C -1.767 0.274 2.075
C -2.468 -1.001 1.634
H -7.508 -0.041 -1.785
H -8.263 -1.631 -1.977
H -6.677 -1.308 -2.692
H -7.295 -1.400 0.311
H -6.443 -2.662 -0.597
H -3.640 0.392 -1.156
H -3.641 1.392 0.305
H -1.548 1.677 -0.881
H -1.250 -0.080 -0.930
H 0.582 1.377 -1.028
H 2.345 2.706 1.075
H 2.674 2.805 -0.665
H 0.042 3.708 0.566
H 2.543 5.382 0.067
H 1.846 4.993 1.641
H 0.964 6.026 0.517
H -0.151 5.043 -1.506
H 0.084 3.350 -1.928
H 1.431 4.480 -2.044
H 2.843 0.313 0.496
H 2.441 -2.807 -1.262
H 3.162 -1.660 1.480
H 1.841 -2.779 1.138
H 3.854 -3.969 1.991
H 3.454 -4.478 0.349
H 5.589 -2.438 1.117
H 5.886 -4.085 0.557
H 6.152 -2.442 -1.294
H 4.825 -3.560 -1.616
H 4.559 -0.736 -0.499
H 4.144 -1.238 -2.140
H -2.498 1.005 2.437
H -1.052 0.073 2.876
H -1.730 -1.708 1.235
H -2.991 -1.481 2.465

Its charge is 0. As for the SMILES: CCOC(=O)N1CCN(C(=O)[C@@H](CC(C)C)NC(=O)C2CCCCC2)CC1. The value obtained for the gap between HOMO and LUMO is 9.8 eV.

---

Version b
C20H35N3O4 | ωB97M-V with the def2-TZVPD basis set

Cartesian coordinates (Å):
C 0.409 -0.292 0.081
C -0.148 0.035 1.330
C -0.462 1.353 1.267
N -0.253 1.838 0.001
C 0.355 0.807 -0.723
H 0.827 -1.226 -0.271
H -0.265 -0.710 2.100
H -0.844 2.008 2.037
H -0.381 2.773 -0.339
H 0.571 1.001 -1.759
C -1.572 -4.479 2.829
C -1.619 -3.181 3.364
C -0.992 -3.186 4.595
N -0.670 -4.481 4.873
C -0.859 -5.242 3.747
H -1.934 -4.775 1.860
H -2.048 -2.336 2.847
H -0.899 -2.444 5.372
H -0.440 -4.963 5.721
H -0.639 -6.299 3.767
C -2.541 -2.947 -0.882
N -1.858 -1.938 -1.674
C -2.392 -1.445 -2.811
C -1.566 -0.392 -3.541
O -3.468 -1.775 -3.275
H -2.643 -2.619 0.150
H -1.986 -3.886 -0.939
H -3.516 -3.154 -1.316
H -1.007 -1.556 -1.294
H -0.537 -0.378 -3.170
H -1.991 0.603 -3.426
H -1.437 -0.615 -4.599
C 5.046 5.711 -1.445
C 4.224 4.447 -1.534
C 3.213 4.167 -0.452
O 4.498 3.606 -2.347
H 5.877 5.591 -2.142
H 5.468 5.911 -0.461
H 4.489 6.583 -1.793
H 3.004 5.040 0.168
H 3.637 3.399 0.195
H 2.250 3.874 -0.869
C 2.802 -5.337 2.113
C 2.335 -4.008 1.587
C 1.940 -2.915 2.569
O 2.317 -3.783 0.398
H 3.687 -5.180 2.738
H 3.088 -6.043 1.339
H 2.036 -5.792 2.745
H 2.859 -2.732 3.131
H 1.148 -3.148 3.282
H 1.554 -2.091 1.978
C -2.474 5.553 -1.853
C -2.392 4.292 -2.685
C -3.476 3.955 -3.642
O -1.459 3.534 -2.506
H -3.133 5.455 -0.989
H -2.815 6.435 -2.400
H -1.460 5.779 -1.522
H -3.554 2.867 -3.656
H -3.431 4.483 -4.593
H -4.471 4.244 -3.276

Its charge is 0. As for the SMILES: c1cc[nH]c1.c1cc[nH]c1.CNC(C)=O.CC(C)=O.CC(C)=O.CC(C)=O. The value obtained for the gap between HOMO and LUMO is 8.8 eV.

---

Most stable of them? version a.

---

Version a
C6H14NO | ωB97M-V with the def2-TZVPD basis set

Cartesian coordinates (Å):
C 0.230 1.330 -2.197
N 0.566 0.199 -1.275
C -0.408 0.083 -0.216
C 0.081 -0.212 1.238
C 1.091 0.899 1.773
C 0.624 -1.631 1.399
C -1.723 -0.742 -0.896
O -1.490 -0.911 -2.161
H -0.342 2.166 -1.785
H -0.403 1.005 -3.053
H 1.270 1.686 -2.451
H 0.518 -0.606 -1.898
H -0.782 1.188 0.078
H -0.810 -0.137 1.933
H 1.884 0.382 2.317
H 0.602 1.432 2.654
H 1.315 1.677 1.096
H 1.106 -1.775 2.406
H 1.305 -1.940 0.650
H -0.328 -2.255 1.335
H -2.503 -0.098 -0.604
H -1.803 -1.742 -0.342

Its charge is 0. Its multiplicity is 2. The value obtained for the gap between HOMO and LUMO (alpha / beta) is 9.9 / 7.1 eV. Its expectation value of S² is 0.76.

---

Version b
C6H14NO | ωB97M-V with the def2-TZVPD basis set

Cartesian coordinates (Å):
C 2.517 -2.518 0.260
C 1.890 -1.358 -0.076
O 0.802 -0.928 0.726
C 2.133 -0.540 -1.312
H 3.393 -2.845 -0.298
H 2.159 -3.074 1.150
H 0.392 -0.194 0.229
H 2.920 -0.964 -1.925
H 1.244 -0.362 -1.940
H 2.541 0.429 -1.076
C -2.329 2.176 1.299
C -1.383 1.003 1.064
C -1.336 -0.349 -1.053
N -1.245 0.800 -0.430
H -2.049 3.048 0.721
H -3.340 1.900 1.010
H -2.431 2.485 2.347
H -0.347 1.167 1.414
H -1.763 0.066 1.451
H -1.390 -0.367 -2.142
H -1.398 -1.256 -0.524
H -0.980 1.682 -0.894

Its charge is 0. Its multiplicity is 2. The value obtained for the gap between HOMO and LUMO (alpha / beta) is 6.7 / 9.3 eV. Its expectation value of S² is 0.75.

---

Most stable of them? version b.